{"formula": "CH6P2", "method": "the ωB97M-V functional and the def2-TZVPD basis", "species": ["C", "P", "P", "H", "H", "H", "H", "H", "H"], "positions_angstrom": [[0.359762, -0.931779, 0.802251], [0.882895, 0.591105, 0.042418], [-1.224266, -1.444690, 0.818520], [1.082978, -1.317899, 1.399406], [-0.263226, 0.304033, -1.952366], [-0.306843, 1.179943, 0.364805], [1.546181, 0.985957, 1.229994], [-1.625050, -0.263466, -0.084190], [-0.452435, 0.896798, -2.620841]], "forces_ev_per_a": [[-2.496, 0.871, -0.959], [1.457, 0.115, 0.236], [-0.071, 1.159, -1.229], [2.024, -1.851, 1.555], [-0.917, 2.430, -3.125], [-0.610, 1.016, -0.005], [0.098, 0.342, -0.065], [-0.092, -1.596, 1.035], [0.607, -2.486, 2.558]], "homo_lumo_gap_ev": 8.779, "de_lowest_kcal_mol": 64.35, "fmax_ev_per_a": 4.06, "e_homo_ha": -0.3237}